# 1
C21H49AlIN2O2PS2 as an isolated structure, computed with wB97M-V/def2-TZVPD.

Each line ends with the Mulliken charge.
Positions of all 79 atoms, in Å:
1 C 0.929 -2.488 -0.569  0.87
2 C 2.396 -2.366 -0.990  -0.70
3 C 2.574 -1.750 -2.383  -0.96
4 C 2.131 -0.285 -2.416  -0.08
5 N 2.295 0.344 -3.740  0.26
6 C 0.980 0.402 -4.444  -0.25
7 C 0.235 -0.905 -4.426  0.11
8 C -1.141 -0.755 -5.060  -1.11
9 C -1.859 0.532 -4.633  -0.80
10 Al -2.069 0.675 -2.640  -0.96
11 I -2.385 3.217 -2.052  -0.38
12 P -4.097 -0.391 -2.008  0.19
13 C -3.451 -1.951 -1.209  -0.55
14 O -4.688 0.467 -0.691  -0.48
15 C 2.963 1.570 -3.820  0.06
16 S 3.761 1.988 -5.167  -0.25
17 S 3.004 2.728 -2.478  -0.20
18 C 1.247 2.848 -2.011  0.76
19 C 1.083 4.089 -1.152  -0.65
20 C 1.242 5.400 -1.924  -1.34
21 H 0.847 -2.698 0.498  -0.64
22 H 0.449 -3.313 -1.094  0.44
23 H 0.353 -1.592 -0.769  -0.47
24 H 2.823 -3.369 -0.973  0.48
25 H 2.964 -1.777 -0.266  0.30
26 H 2.053 -2.367 -3.110  0.27
27 H 3.629 -1.749 -2.662  0.33
28 H 1.098 -0.166 -2.095  -0.73
29 H 2.748 0.227 -1.682  0.92
30 H 1.168 0.650 -5.489  0.56
31 H 0.393 1.217 -4.022  -0.31
32 H 0.842 -1.613 -4.995  0.53
33 H 0.105 -1.320 -3.431  -0.29
34 H -1.764 -1.585 -4.720  0.43
35 H -1.067 -0.869 -6.145  0.32
36 H -2.883 0.482 -5.010  0.53
37 H -1.413 1.416 -5.090  0.40
38 H -0.805 0.083 -1.797  0.38
39 H -2.361 -2.006 -1.224  -0.20
40 H -3.795 -2.018 -0.178  0.29
41 H -3.841 -2.802 -1.762  0.38
42 H -3.988 0.747 -0.099  0.26
43 H 0.928 1.947 -1.488  -0.47
44 H 0.653 2.958 -2.915  0.20
45 H 0.068 4.042 -0.750  0.19
46 H 1.762 4.066 -0.299  0.46
47 H 2.276 5.731 -1.956  0.35
48 H 0.883 5.277 -2.943  0.31
49 H 0.654 6.187 -1.458  0.37
50 C 1.039 -2.486 3.479  -1.39
51 C -0.323 -2.000 3.917  -0.35
52 N -0.337 -1.020 5.063  0.11
53 C 0.285 -1.659 6.263  -1.06
54 C -1.770 -0.729 5.450  -0.33
55 C -2.659 -0.052 4.419  -1.28
56 C 0.463 0.230 4.780  -0.85
57 C 0.214 0.973 3.484  -0.55
58 O 0.564 0.146 2.408  -0.16
59 C 0.034 0.559 1.146  -0.48
60 H 1.524 -3.157 4.188  0.41
61 H 0.870 -3.044 2.560  0.26
62 H 1.708 -1.665 3.236  0.26
63 H -0.951 -2.834 4.232  0.58
64 H -0.814 -1.500 3.090  0.25
65 H -0.223 -2.600 6.458  0.38
66 H 0.173 -0.990 7.112  0.42
67 H 1.338 -1.835 6.074  0.45
68 H -1.717 -0.128 6.356  0.38
69 H -2.182 -1.701 5.716  0.49
70 H -2.538 1.028 4.418  0.36
71 H -3.694 -0.251 4.693  0.43
72 H -2.517 -0.425 3.407  0.29
73 H 1.507 -0.075 4.802  0.46
74 H 0.282 0.891 5.628  0.43
75 H 0.878 1.847 3.523  0.44
76 H -0.806 1.351 3.397  0.36
77 H -0.034 1.645 1.085  0.47
78 H -0.954 0.122 0.979  0.28
79 H 0.714 0.205 0.375  -0.18

Calculated values
multiplicity = 1
charge = 0
LUMO level = -0.903 eV
HOMO-LUMO gap = 0.197 Ha

=====

# 2
C21H49AsF6N7O7 as an isolated structure, computed with wB97M-V/def2-TZVPD.

Each line ends with the Mulliken charge.
Positions of all 91 atoms, in Å:
1 As 0.294 0.095 0.863  2.36
2 F -0.482 -1.233 0.011  -0.49
3 F 1.638 0.046 -0.279  -0.57
4 F 1.131 1.460 1.650  -0.50
5 F -1.032 0.134 2.006  -0.49
6 F 1.132 -1.058 1.879  -0.54
7 F -0.515 1.247 -0.178  -0.47
8 C -3.474 -3.327 4.306  0.07
9 O -3.006 -4.105 5.123  -0.61
10 N -2.730 -2.411 3.661  0.13
11 C -3.296 -1.483 2.660  -0.61
12 C -1.328 -2.251 4.081  -0.52
13 H -4.520 -3.381 3.954  0.29
14 H -3.350 -0.598 3.291  0.28
15 H -4.190 -1.914 2.214  0.37
16 H -2.539 -1.542 1.882  0.02
17 H -1.192 -2.520 5.128  0.36
18 H -0.714 -2.929 3.491  0.17
19 H -1.006 -1.213 4.098  0.06
20 C -2.320 2.616 -4.293  -0.20
21 O -1.109 2.642 -4.397  -0.36
22 N -2.942 1.787 -3.406  0.61
23 C -4.357 1.518 -3.492  -0.99
24 C -2.277 1.143 -2.281  -1.19
25 H -3.052 3.100 -4.958  0.25
26 H -4.759 1.684 -2.491  0.30
27 H -4.495 0.467 -3.770  0.31
28 H -4.914 2.041 -4.271  0.31
29 H -2.291 0.056 -2.241  0.39
30 H -1.243 1.496 -2.271  -0.07
31 H -2.476 1.568 -1.293  0.54
32 C 4.192 1.766 -2.776  0.03
33 O 3.442 1.878 -3.724  -0.52
34 N 4.540 0.591 -2.194  0.14
35 C 5.508 0.570 -1.105  -0.99
36 C 3.877 -0.652 -2.469  -0.40
37 H 4.631 2.648 -2.288  0.33
38 H 4.919 0.790 -0.205  0.35
39 H 6.259 1.359 -1.082  0.35
40 H 5.965 -0.396 -0.904  0.33
41 H 4.479 -1.524 -2.728  0.35
42 H 3.304 -0.904 -1.568  0.05
43 H 3.043 -0.535 -3.158  0.07
44 C 1.018 1.823 5.420  0.13
45 O 2.047 2.351 5.804  -0.60
46 N -0.201 2.235 5.828  0.09
47 C -1.301 1.447 5.301  -0.45
48 C -0.433 2.936 7.064  -0.98
49 H 1.057 1.176 4.529  0.36
50 H -1.574 0.765 6.114  0.36
51 H -1.143 0.825 4.424  -0.29
52 H -2.074 2.181 5.065  0.32
53 H -0.897 2.266 7.796  0.31
54 H 0.478 3.242 7.572  0.35
55 H -1.111 3.744 6.787  0.31
56 C 0.847 3.739 -1.232  0.01
57 O 0.813 3.382 -2.389  -0.48
58 N -0.088 4.368 -0.511  0.18
59 C 0.169 4.699 0.888  -1.07
60 C -1.498 4.391 -0.881  -0.77
61 H 1.788 3.648 -0.657  0.30
62 H 0.223 5.790 0.943  0.38
63 H 1.088 4.330 1.339  0.33
64 H -0.637 4.354 1.537  0.31
65 H -1.911 5.395 -0.743  0.40
66 H -1.851 4.253 -1.904  0.10
67 H -1.965 3.585 -0.313  0.27
68 C 1.352 -4.517 -1.366  0.26
69 O 1.446 -5.101 -2.439  -0.69
70 N 1.984 -4.929 -0.243  0.13
71 C 2.624 -6.227 -0.194  -0.96
72 C 1.878 -4.134 0.960  -0.96
73 H 0.668 -3.666 -1.228  0.32
74 H 2.013 -6.899 0.416  0.33
75 H 3.582 -6.106 0.313  0.30
76 H 2.698 -6.643 -1.194  0.31
77 H 1.908 -3.064 0.764  0.23
78 H 1.076 -4.487 1.608  0.35
79 H 2.886 -4.284 1.364  0.33
80 C 0.533 -0.489 -3.562  0.20
81 O 0.772 0.708 -3.630  -0.54
82 N -0.344 -1.174 -4.320  0.24
83 C -0.716 -2.553 -4.092  -1.08
84 C -1.057 -0.584 -5.450  -1.00
85 H 0.892 -1.109 -2.727  0.24
86 H -0.788 -3.258 -4.925  0.28
87 H -1.440 -2.624 -3.283  0.37
88 H 0.190 -3.120 -3.821  0.27
89 H -1.018 -1.238 -6.324  0.42
90 H -2.087 -0.508 -5.092  0.24
91 H -0.632 0.358 -5.790  0.27

Calculated values
energy above the lowest of the compared OMol25 structures with the same formula, charge and spin = 7.784 eV
multiplicity = 1
charge = -1
LUMO level = 2.364 eV
HOMO-LUMO gap = 0.311 Ha

=====

# 3
A 2-piece molecular cluster, C21H49B2N2O11P2 overall, computed with wB97M-V/def2-TZVPD.

Each line ends with the Mulliken charge.
Positions of all 87 atoms, in Å:
1 C 1.251 0.735 -0.664  -1.57
2 C -0.018 0.636 0.201  -0.27
3 C -0.419 1.839 1.088  1.10
4 C -0.987 1.352 2.434  -1.27
5 C -2.079 0.276 2.279  -0.94
6 C -1.680 -1.097 2.839  -0.32
7 C -2.613 -2.212 2.338  -1.15
8 C -1.954 -3.226 1.401  -0.51
9 C -0.772 -3.980 1.999  -0.06
10 C -0.139 -4.940 0.986  -0.87
11 C 0.690 -6.044 1.637  -1.09
12 C 1.920 -5.566 2.428  -0.77
13 C 2.813 -4.553 1.717  -0.46
14 C 3.717 -5.171 0.660  -0.76
15 O 3.074 -5.156 -0.622  -0.24
16 C 3.971 -4.942 -1.678  -0.83
17 O -1.467 2.652 0.532  -0.13
18 C -1.397 2.943 -0.858  0.74
19 C -2.087 4.289 -1.124  -0.68
20 O -2.925 4.243 -2.273  -0.58
21 C -2.309 4.345 -3.574  0.15
22 B -1.837 2.911 -4.148  0.38
23 C -0.385 2.311 -4.151  -0.72
24 O -2.834 2.141 -4.726  -0.66
25 P -1.213 5.835 -3.780  -0.05
26 C 0.501 5.390 -3.229  -0.53
27 C -1.008 5.758 -5.607  -1.18
28 B -3.014 4.672 0.133  0.52
29 N -2.660 5.689 1.100  -0.63
30 O -4.219 4.050 0.295  -0.60
31 P 1.022 2.909 1.514  0.80
32 O 2.243 2.207 1.911  -0.76
33 O 0.508 3.878 2.691  -0.61
34 O 1.172 3.928 0.267  -0.39
35 H 1.459 1.742 -1.026  0.18
36 H 1.163 0.056 -1.513  0.40
37 H 2.119 0.415 -0.089  0.46
38 H -0.868 0.388 -0.438  0.40
39 H 0.115 -0.219 0.864  -0.08
40 H -0.171 1.016 3.079  0.51
41 H -1.439 2.220 2.919  0.60
42 H -2.957 0.613 2.836  0.37
43 H -2.374 0.165 1.233  0.38
44 H -0.646 -1.300 2.550  0.28
45 H -1.704 -1.044 3.930  0.29
46 H -3.002 -2.773 3.195  0.45
47 H -3.488 -1.769 1.851  0.46
48 H -1.638 -2.736 0.471  0.18
49 H -2.707 -3.976 1.136  0.39
50 H 0.010 -3.296 2.345  0.11
51 H -1.091 -4.551 2.880  0.26
52 H 0.479 -4.363 0.292  0.25
53 H -0.937 -5.398 0.390  0.50
54 H 1.008 -6.736 0.851  0.32
55 H 0.041 -6.597 2.325  0.52
56 H 1.603 -5.201 3.407  0.37
57 H 2.534 -6.448 2.628  0.46
58 H 3.460 -4.089 2.464  0.60
59 H 2.241 -3.751 1.238  0.02
60 H 4.653 -4.605 0.603  0.53
61 H 3.980 -6.199 0.932  0.33
62 H 4.873 -5.558 -1.577  0.33
63 H 3.469 -5.216 -2.609  0.21
64 H 4.265 -3.885 -1.741  0.30
65 H -0.361 2.973 -1.183  -0.23
66 H -1.900 2.163 -1.446  0.44
67 H -1.304 5.054 -1.201  -0.17
68 H -3.146 4.622 -4.231  0.28
69 H -0.437 1.229 -4.291  0.23
70 H 0.169 2.696 -5.017  0.33
71 H 0.202 2.536 -3.265  0.15
72 H -3.567 1.935 -4.132  0.33
73 H 0.501 4.571 -2.512  -0.14
74 H 1.158 5.121 -4.057  0.40
75 H 0.912 6.258 -2.711  0.36
76 H -0.201 6.446 -5.865  0.39
77 H -0.705 4.768 -5.958  0.35
78 H -1.922 6.071 -6.111  0.35
79 H -1.891 6.276 0.805  0.25
80 H -2.449 5.323 2.019  0.24
81 H -4.323 3.311 -0.315  0.29
82 H -0.425 4.110 2.586  0.30
83 H 1.724 4.676 0.541  0.35
84 N 4.663 -6.287 4.229  0.99
85 O 4.782 -7.527 4.153  -0.67
86 O 5.340 -5.545 3.478  -0.64
87 O 3.862 -5.782 5.042  -0.64

Calculated values
multiplicity = 1
charge = -1
LUMO level = 1.423 eV
HOMO-LUMO gap = 0.215 Ha

=====

# 4
A 10-piece molecular cluster, C21H49Br10N3O8 overall, computed with wB97M-V/def2-TZVPD.

Each line ends with the Mulliken charge.
Positions of all 91 atoms, in Å:
1 C -2.745 21.872 7.201  -0.50
2 N -1.411 22.536 7.130  1.03
3 O -0.505 21.919 7.632  -0.54
4 O -1.326 23.635 6.538  -0.59
5 H -2.964 21.203 6.369  0.41
6 H -3.492 22.621 6.941  0.14
7 H -2.833 21.550 8.238  0.04
8 C -6.730 20.671 5.567  -0.53
9 N -7.477 21.115 6.814  0.72
10 O -6.869 21.060 7.886  -0.31
11 O -8.644 21.439 6.741  -0.51
12 H -7.170 21.323 4.813  0.31
13 H -6.905 19.613 5.374  0.26
14 H -5.675 20.796 5.813  0.08
15 C -6.057 24.888 7.872  -0.54
16 N -6.740 24.760 9.190  0.97
17 O -7.786 24.187 9.227  -0.55
18 O -6.192 25.327 10.138  -0.51
19 H -5.849 23.942 7.370  0.06
20 H -5.088 25.375 7.982  0.20
21 H -6.687 25.577 7.310  0.37
22 Br -2.012 19.010 9.855  -0.20
23 C -1.226 20.549 10.830  -0.05
24 C 0.029 20.090 11.552  -0.52
25 Br 0.262 21.361 13.022  -0.19
26 H -1.944 20.793 11.612  0.08
27 H -1.085 21.455 10.240  0.12
28 H 0.975 20.112 11.012  0.38
29 H -0.217 19.142 12.031  0.42
30 Br -5.596 17.670 7.532  -0.19
31 C -5.926 17.469 9.538  -0.47
32 C -7.057 18.379 9.965  -0.29
33 Br -7.470 18.379 11.930  -0.17
34 H -5.077 17.728 10.170  0.31
35 H -6.225 16.426 9.634  0.42
36 H -7.938 18.078 9.397  0.48
37 H -6.829 19.407 9.683  -0.08
38 Br 1.168 25.128 11.647  -0.10
39 C 1.667 26.131 9.987  -0.58
40 C 2.961 26.913 10.203  -0.47
41 Br 3.328 28.201 8.748  -0.17
42 H 0.865 26.786 9.647  0.26
43 H 1.702 25.433 9.151  0.50
44 H 3.874 26.323 10.278  0.47
45 H 2.925 27.525 11.104  0.09
46 Br -2.356 28.964 11.059  -0.16
47 C -0.467 29.611 11.188  -0.33
48 C 0.032 29.399 12.681  -0.34
49 Br 1.981 29.902 12.724  -0.21
50 H -0.391 30.652 10.874  0.43
51 H 0.063 29.029 10.434  0.14
52 H 0.015 28.347 12.965  0.05
53 H -0.540 30.022 13.367  0.44
54 Br -8.495 21.343 15.623  -0.19
55 C -6.730 21.908 14.722  -0.44
56 C -6.596 23.435 14.978  -0.77
57 Br -4.855 24.150 14.350  -0.03
58 H -6.573 21.460 13.741  0.24
59 H -5.864 21.541 15.273  0.37
60 H -6.812 23.635 16.028  0.46
61 H -7.322 23.959 14.357  0.40
62 C 1.894 26.670 15.177  -0.82
63 C 0.537 26.174 15.680  -0.33
64 O -0.466 26.882 14.984  -0.16
65 C -1.816 26.384 15.114  -0.53
66 C -2.510 26.976 13.987  -0.66
67 H 2.676 26.115 15.696  0.40
68 H 1.980 26.594 14.093  -0.03
69 H 1.969 27.721 15.457  0.28
70 H 0.498 25.101 15.491  0.31
71 H 0.344 26.401 16.728  0.28
72 H -1.732 25.298 15.092  0.39
73 H -2.252 26.592 16.091  0.27
74 H -2.150 26.631 13.018  -0.11
75 H -2.343 28.045 14.116  0.29
76 H -3.562 26.702 14.071  0.45
77 C -4.920 21.595 10.808  -0.46
78 C -4.108 22.682 11.374  -0.74
79 O -2.935 23.012 10.555  0.35
80 C -2.138 24.069 10.992  -0.27
81 C -2.699 25.456 10.507  -0.54
82 H -4.265 20.725 10.748  -0.02
83 H -5.805 21.199 11.306  0.14
84 H -5.044 21.923 9.776  0.00
85 H -4.741 23.516 11.675  0.35
86 H -3.625 22.335 12.288  0.43
87 H -1.968 23.903 12.056  0.21
88 H -1.194 24.010 10.450  0.14
89 H -2.043 26.319 10.618  -0.09
90 H -3.523 25.657 11.193  0.29
91 H -3.045 25.539 9.477  0.09

Calculated values
SMILES string = C[N+](=O)[O-].C[N+](=O)[O-].C[N+](=O)[O-].BrCCBr.BrCCBr.BrCCBr.BrCCBr.BrCCBr.CCOCC.CCOCC
multiplicity = 1
charge = 0
LUMO level = -0.227 eV
HOMO-LUMO gap = 0.346 Ha

=====

# 5
C21H49FeN7O7 as an isolated structure, computed with wB97M-V/def2-TZVPD.

Each line ends with the Löwdin spin population.
Positions of all 85 atoms, in Å:
1 Fe 0.285 0.068 -0.183  3.78
2 C 0.929 -2.978 1.257  0.00
3 O 0.905 -1.937 0.544  0.02
4 N 2.018 -3.744 1.480  0.00
5 C 1.911 -5.057 2.120  0.00
6 C 3.354 -3.276 1.175  0.00
7 H 0.034 -3.500 1.631  0.00
8 H 0.935 -5.276 2.552  0.00
9 H 2.667 -5.142 2.900  0.00
10 H 2.070 -5.856 1.395  0.00
11 H 3.878 -2.908 2.058  0.00
12 H 3.934 -4.114 0.788  0.00
13 H 3.212 -2.632 0.308  0.00
14 C -1.311 0.330 2.746  0.00
15 O -0.762 0.151 1.664  0.02
16 N -2.586 0.019 2.973  0.00
17 C -3.280 0.383 4.191  0.00
18 C -3.476 -0.373 1.848  0.00
19 H -0.747 0.787 3.574  0.00
20 H -4.011 1.145 3.920  0.00
21 H -2.548 0.671 4.946  0.00
22 H -3.908 -0.420 4.575  0.00
23 H -3.375 -1.458 1.819  0.00
24 H -4.527 -0.084 1.849  0.00
25 H -3.077 -0.068 0.881  0.00
26 C 2.023 -0.634 -2.818  0.00
27 O 1.312 -0.368 -1.867  0.03
28 N 2.320 -1.924 -3.133  0.00
29 C 2.930 -2.237 -4.419  0.00
30 C 1.917 -3.133 -2.390  0.00
31 H 2.362 0.158 -3.502  0.00
32 H 3.787 -2.896 -4.281  0.00
33 H 3.174 -1.305 -4.929  0.00
34 H 2.178 -2.747 -5.020  0.00
35 H 1.627 -3.871 -3.139  0.00
36 H 2.763 -3.575 -1.865  0.00
37 H 1.073 -2.939 -1.728  0.00
38 C 1.107 3.617 1.140  0.00
39 O 0.563 2.551 0.958  0.01
40 N 0.538 4.835 0.764  0.00
41 C 1.236 6.112 0.754  0.00
42 C -0.781 5.057 0.279  0.00
43 H 2.097 3.839 1.567  0.00
44 H 1.154 6.513 -0.256  0.00
45 H 2.253 6.132 1.147  0.00
46 H 0.655 6.781 1.388  0.00
47 H -1.535 5.530 0.908  0.00
48 H -0.667 5.424 -0.741  0.00
49 H -1.175 4.055 0.104  0.00
50 C -2.140 -2.237 -0.743  0.00
51 O -1.349 -1.242 -0.776  0.02
52 N -3.456 -2.227 -1.111  0.00
53 C -4.126 -1.095 -1.785  0.00
54 C -4.267 -3.423 -0.868  0.00
55 H -1.788 -3.246 -0.474  0.00
56 H -4.832 -0.529 -1.178  0.00
57 H -4.660 -1.396 -2.686  0.00
58 H -3.401 -0.420 -2.239  0.00
59 H -5.135 -3.124 -0.279  0.00
60 H -4.666 -3.802 -1.808  0.00
61 H -3.814 -4.359 -0.542  0.00
62 C 3.271 0.811 1.039  0.01
63 O 2.179 0.406 0.605  0.02
64 N 3.559 0.762 2.351  0.00
65 C 4.885 1.215 2.762  0.00
66 C 2.643 0.293 3.436  0.00
67 H 4.115 1.174 0.433  0.00
68 H 5.554 1.329 1.910  0.00
69 H 5.309 0.510 3.476  0.00
70 H 4.943 2.210 3.204  0.00
71 H 2.605 1.133 4.130  0.00
72 H 1.637 0.126 3.051  0.00
73 H 2.981 -0.649 3.869  0.00
74 C -1.840 1.876 -1.688  0.01
75 O -0.760 1.464 -1.214  0.03
76 N -2.126 2.183 -3.007  0.01
77 C -3.343 2.873 -3.371  0.00
78 C -1.090 2.110 -3.988  0.00
79 H -2.725 2.175 -1.105  0.00
80 H -3.594 2.492 -4.360  0.00
81 H -3.344 3.950 -3.540  0.00
82 H -4.112 2.635 -2.635  0.00
83 H -1.405 1.632 -4.916  0.00
84 H -0.916 3.162 -4.212  0.00
85 H -0.224 1.527 -3.675  0.00

Calculated values
energy above the lowest of the compared OMol25 structures with the same formula, charge and spin = 1.669 eV
multiplicity = 5
charge = +2
expectation value of S² = 6.006
LUMO level (spin up / spin down) = -3.764 / -3.770 eV
HOMO-LUMO gap (spin up / spin down) = 0.357 / 0.321 Ha

=====

no.,DFT total energy (Eh)
1,-2767.32432
2,-4574.62478
3,-2499.25733
4,-27335.48058
5,-3002.80262